{
  "formula": "C58H113Cl4F18N5O12",
  "method": "ωB97M-V/def2-TZVPD",
  "orbital_gap_ev": 8.14,
  "lumo_energy_ha": 0.006,
  "homo_ha": -0.293,
  "multiplicity": 1,
  "charge": 0,
  "symbols": ["C", "C", "O", "C", "O", "C", "F", "F", "F", "H", "H", "H", "H", "H", "C", "C", "O", "C", "O", "C", "F", "F", "F", "H", "H", "H", "H", "H", "C", "C", "O", "C", "O", "C", "F", "F", "F", "H", "H", "H", "H", "H", "C", "C", "O", "C", "O", "C", "F", "F", "F", "H", "H", "H", "H", "H", "C", "C", "O", "C", "O", "C", "F", "F", "F", "H", "H", "H", "H", "H", "C", "C", "O", "C", "O", "C", "F", "F", "F", "H", "H", "H", "H", "H", "Cl", "C", "C", "Cl", "H", "H", "H", "H", "Cl", "C", "C", "Cl", "H", "H", "H", "H", "C", "C", "N", "C", "C", "C", "C", "H", "H", "H", "H", "H", "H", "H", "H", "H", "H", "H", "H", "H", "H", "H", "C", "C", "N", "C", "C", "C", "C", "H", "H", "H", "H", "H", "H", "H", "H", "H", "H", "H", "H", "H", "H", "H", "C", "C", "N", "C", "C", "C", "C", "H", "H", "H", "H", "H", "H", "H", "H", "H", "H", "H", "H", "H", "H", "H", "C", "C", "N", "C", "C", "C", "C", "H", "H", "H", "H", "H", "H", "H", "H", "H", "H", "H", "H", "H", "H", "H", "C", "C", "N", "C", "C", "C", "C", "H", "H", "H", "H", "H", "H", "H", "H", "H", "H", "H", "H", "H", "H", "H"],
  "xyz": [[-0.899, -4.247, -3.038], [-2.234, -3.533, -3.245], [-3.213, -4.549, -3.437], [-4.451, -4.227, -2.961], [-4.813, -3.198, -2.500], [-5.471, -5.454, -3.199], [-6.541, -5.029, -3.797], [-4.905, -6.421, -3.849], [-5.787, -5.885, -1.976], [-0.105, -3.549, -2.818], [-0.582, -4.885, -3.861], [-0.900, -4.818, -2.128], [-2.288, -2.946, -4.177], [-2.527, -2.877, -2.438], [-3.241, 7.848, -4.151], [-3.461, 6.826, -5.252], [-3.945, 5.611, -4.695], [-3.055, 4.806, -4.033], [-1.888, 4.878, -3.978], [-3.777, 3.503, -3.435], [-3.169, 2.424, -3.879], [-3.809, 3.543, -2.132], [-5.041, 3.507, -3.886], [-4.130, 8.166, -3.623], [-2.808, 8.772, -4.561], [-2.510, 7.440, -3.440], [-2.484, 6.641, -5.716], [-4.166, 7.122, -6.040], [3.802, 2.243, 4.748], [3.663, 1.468, 6.043], [4.942, 0.910, 6.426], [5.693, 1.695, 7.213], [5.478, 2.760, 7.685], [7.157, 1.099, 7.571], [7.196, -0.149, 7.149], [8.032, 1.908, 6.966], [7.376, 1.230, 8.846], [2.787, 2.477, 4.410], [4.343, 1.685, 4.000], [4.275, 3.189, 5.012], [3.044, 0.589, 5.881], [3.236, 2.056, 6.887], [-1.068, 8.970, 3.920], [-1.341, 7.615, 4.516], [-0.921, 6.538, 3.662], [0.402, 6.237, 3.777], [1.149, 6.708, 4.537], [0.765, 5.179, 2.665], [1.775, 4.521, 3.130], [-0.197, 4.299, 2.324], [1.097, 5.873, 1.566], [-1.665, 9.186, 3.028], [-0.005, 9.028, 3.680], [-1.282, 9.731, 4.674], [-2.407, 7.409, 4.591], [-0.828, 7.421, 5.471], [7.173, -0.855, -4.272], [6.410, -0.036, -3.282], [5.075, 0.223, -3.793], [4.189, 0.761, -2.960], [4.375, 0.998, -1.841], [2.748, 0.877, -3.664], [2.770, 0.587, -4.952], [1.934, 0.014, -3.083], [2.290, 2.104, -3.507], [8.161, -1.072, -3.865], [7.361, -0.465, -5.263], [6.667, -1.828, -4.341], [6.877, 0.885, -2.920], [6.243, -0.712, -2.444], [2.543, 1.797, 1.088], [1.912, 0.576, 0.572], [0.906, 0.989, -0.415], [-0.265, 0.361, -0.332], [-0.597, -0.438, 0.415], [-1.200, 0.727, -1.591], [-1.234, -0.389, -2.310], [-2.395, 0.947, -1.156], [-0.716, 1.748, -2.321], [3.095, 2.321, 0.320], [3.313, 1.580, 1.813], [1.883, 2.538, 1.540], [1.320, -0.034, 1.275], [2.608, -0.019, -0.018], [-2.045, -0.783, 4.836], [-1.075, 0.727, 4.819], [-0.098, 0.717, 3.684], [1.161, -0.565, 3.892], [-0.506, 0.791, 5.761], [-1.758, 1.561, 4.740], [0.438, 1.657, 3.636], [-0.535, 0.529, 2.702], [5.353, -0.847, 2.040], [4.387, -2.022, 3.069], [4.598, -1.629, 4.495], [3.616, -2.735, 5.582], [4.756, -3.033, 2.847], [3.357, -1.904, 2.722], [4.316, -0.602, 4.748], [5.625, -1.721, 4.812], [6.175, 5.719, -0.046], [6.055, 4.776, 1.161], [7.000, 3.617, 1.197], [6.937, 2.942, 2.558], [7.243, 3.858, 3.727], [6.785, 2.733, 0.102], [7.868, 1.646, -0.132], [5.972, 5.297, -1.035], [7.175, 6.167, -0.057], [5.522, 6.570, 0.153], [6.179, 5.389, 2.047], [5.021, 4.417, 1.149], [5.947, 2.493, 2.660], [7.627, 2.071, 2.481], [8.194, 4.410, 3.684], [6.405, 4.520, 3.928], [7.297, 3.236, 4.627], [6.734, 3.309, -0.828], [5.826, 2.200, 0.281], [7.874, 0.887, 0.678], [8.863, 2.107, -0.209], [7.596, 1.136, -1.050], [3.393, -7.419, 1.787], [2.849, -6.084, 1.257], [1.614, -5.686, 1.957], [0.708, -4.829, 1.103], [1.291, -3.504, 0.659], [1.878, -5.059, 3.306], [0.633, -4.707, 4.064], [4.206, -7.783, 1.169], [2.537, -8.080, 1.731], [3.783, -7.294, 2.810], [3.639, -5.301, 1.264], [2.524, -6.278, 0.230], [0.502, -5.483, 0.252], [-0.256, -4.690, 1.617], [0.609, -2.972, -0.008], [1.481, -2.827, 1.509], [2.289, -3.674, 0.234], [2.548, -4.184, 3.186], [2.463, -5.813, 3.839], [0.937, -4.343, 5.049], [-0.079, -5.531, 4.062], [0.137, -3.810, 3.658], [-3.044, -3.275, 0.519], [-4.383, -3.722, 1.126], [-4.233, -4.566, 2.351], [-5.530, -5.292, 2.700], [-5.906, -6.303, 1.616], [-3.637, -3.818, 3.489], [-3.186, -4.665, 4.635], [-2.420, -4.166, 0.408], [-2.536, -2.521, 1.137], [-3.264, -2.878, -0.481], [-4.980, -2.814, 1.342], [-4.913, -4.323, 0.380], [-5.326, -5.804, 3.654], [-6.348, -4.576, 2.841], [-6.734, -6.920, 1.979], [-6.293, -5.778, 0.734], [-5.054, -6.939, 1.388], [-4.316, -3.044, 3.902], [-2.728, -3.307, 3.171], [-2.479, -5.461, 4.411], [-4.033, -5.156, 5.145], [-2.704, -4.071, 5.422], [-2.563, 0.789, -9.716], [-1.598, -0.285, -9.154], [-1.481, -0.374, -7.713], [-2.731, -0.763, -7.064], [-2.790, -0.393, -5.591], [-0.351, -1.251, -7.360], [0.966, -0.685, -7.821], [-3.581, 0.481, -9.495], [-2.334, 0.859, -10.780], [-2.356, 1.720, -9.200], [-1.900, -1.249, -9.588], [-0.660, -0.009, -9.640], [-3.513, -0.197, -7.576], [-2.954, -1.834, -7.237], [-1.910, -0.741, -5.048], [-2.805, 0.693, -5.526], [-3.647, -0.811, -5.050], [-0.524, -2.277, -7.763], [-0.374, -1.326, -6.263], [0.989, 0.399, -7.682], [1.233, -0.924, -8.841], [1.785, -1.028, -7.198], [-5.117, 0.171, 0.671], [-6.496, 0.857, 0.397], [-7.466, 0.085, -0.322], [-7.822, -1.166, 0.396], [-8.433, -0.875, 1.755], [-7.093, -0.260, -1.696], [-6.774, 0.960, -2.603], [-4.721, -0.371, -0.213], [-5.176, -0.575, 1.479], [-4.318, 0.874, 0.972], [-6.903, 1.156, 1.350], [-6.218, 1.727, -0.181], [-8.571, -1.681, -0.233], [-6.956, -1.853, 0.445], [-7.712, -0.457, 2.475], [-9.244, -0.143, 1.686], [-8.878, -1.755, 2.251], [-7.925, -0.830, -2.093], [-6.189, -0.915, -1.654], [-6.597, 0.671, -3.625], [-5.918, 1.544, -2.293], [-7.642, 1.617, -2.549]],
  "lowdin_charge": [-0.0359, -0.2015, 0.0142, -0.3438, 0.1530, -0.6086, 0.2097, 0.2074, 0.1575, 0.0671, 0.0827, 0.0617, 0.1200, 0.0897, -0.0644, -0.2144, 0.0027, -0.3585, 0.1897, -0.5759, 0.1786, 0.1963, 0.1480, 0.0744, 0.0836, 0.0808, 0.1232, 0.1308, -0.0475, -0.2023, -0.0015, -0.3743, 0.1699, -0.5803, 0.1800, 0.1588, 0.2038, 0.0660, 0.0500, 0.0861, 0.0797, 0.1424, -0.0553, -0.2142, 0.0055, -0.3907, 0.1977, -0.5641, 0.1858, 0.1548, 0.1713, 0.0859, 0.0811, 0.0852, 0.1256, 0.1280, -0.0639, -0.2036, 0.0294, -0.3980, 0.1853, -0.5654, 0.1754, 0.1769, 0.1886, 0.0844, 0.0784, 0.0906, 0.1150, 0.1276, -0.0600, -0.1857, 0.0241, -0.4225, 0.1759, -0.5659, 0.1647, 0.1997, 0.1642, 0.0746, 0.0491, 0.0662, 0.0686, 0.1221, 0.5686, -0.6301, -0.6072, 0.6119, 0.0767, 0.0729, 0.0539, 0.0554, 0.5459, -0.6179, -0.6238, 0.5505, 0.0748, 0.0151, 0.0199, 0.0686, -0.0925, -0.2422, -0.1784, -0.2217, -0.0865, -0.2833, -0.0669, 0.0615, 0.0748, 0.0687, 0.0947, 0.1053, 0.0801, 0.1117, 0.0891, 0.0590, 0.0583, 0.1059, 0.1040, 0.0584, 0.0821, 0.0299, -0.0896, -0.2811, -0.1687, -0.2392, -0.0790, -0.2567, -0.0984, 0.0639, 0.0724, 0.0664, 0.1075, 0.1093, 0.1013, 0.0952, 0.0625, 0.0487, 0.0719, 0.0704, 0.1051, 0.0634, 0.0755, 0.0604, -0.0702, -0.2342, -0.1565, -0.2241, -0.0976, -0.2836, -0.1133, 0.0721, 0.0653, 0.0451, 0.0924, 0.0882, 0.0976, 0.1086, 0.0708, 0.0519, 0.0791, 0.1155, 0.0758, 0.0648, 0.0655, 0.0699, -0.0831, -0.2794, -0.1923, -0.2530, -0.0811, -0.2537, -0.1017, 0.0538, 0.0718, 0.0738, 0.1167, 0.1005, 0.0984, 0.1196, 0.0427, 0.0619, 0.0782, 0.1231, 0.1005, 0.0851, 0.0631, 0.0603, -0.0751, -0.2491, -0.1922, -0.2514, -0.0986, -0.2400, -0.0696, 0.0638, 0.0496, 0.0705, 0.0951, 0.0940, 0.1154, 0.0992, 0.0638, 0.0776, 0.0736, 0.1074, 0.0979, 0.0644, 0.0362, 0.0789]
}